Entry 1:
Formula: C44H58BaN5O18
Source: the OMol25 dataset
Level of theory: ωB97M-V/def2-TZVPD

The geometry in XYZ format:
```
126
Properties=species:S:1:pos:R:3:forces:R:3
Ba -1.849 -3.547 3.727 0.15 0.99 -0.35
C 0.416 1.602 -0.497 0.25 -0.29 0.06
C -0.158 0.307 0.110 -1.45 1.03 0.11
O -1.392 0.199 0.154 -2.21 0.88 -0.32
O 0.544 -0.588 0.528 3.55 -2.20 1.17
H 1.257 2.080 0.006 -0.14 -0.29 0.70
H -0.402 2.319 -0.570 0.23 -0.07 -0.54
H 0.900 1.301 -1.426 -0.53 0.24 -0.51
C 4.589 9.841 -1.295 -0.10 0.13 1.24
C 3.601 8.955 -1.689 -0.53 0.65 -0.43
C 2.969 8.146 -0.786 -0.50 -1.66 1.89
C 3.384 8.035 0.554 0.27 2.75 -0.85
C 4.377 8.966 0.976 -0.88 -1.33 -0.13
C 4.911 9.883 0.073 0.27 -0.80 -0.15
N 2.534 7.336 1.558 -0.19 -1.50 -1.22
O 1.415 6.950 1.214 0.97 0.84 0.09
O 3.042 7.056 2.616 0.25 0.44 0.51
H 5.050 10.550 -1.966 -0.09 -0.03 -0.14
H 3.088 9.019 -2.637 0.59 -0.03 -0.45
H 2.123 7.533 -1.060 -0.10 0.08 -0.27
H 4.717 8.900 1.999 -0.07 0.34 0.13
H 5.624 10.588 0.474 0.12 0.10 -0.21
C 6.952 1.797 1.492 0.77 0.11 -1.98
C 7.579 2.912 1.996 0.29 -0.13 1.79
C 7.627 3.057 3.390 -0.61 0.24 -0.49
C 6.938 2.150 4.221 1.20 1.53 -2.32
C 6.284 1.086 3.601 -1.78 -0.26 1.68
C 6.215 0.925 2.243 1.06 0.05 0.13
N 6.895 2.434 5.644 -0.21 -1.04 0.89
O 6.343 1.563 6.293 -0.26 -0.12 0.42
O 7.386 3.428 6.143 -0.02 -0.09 -0.93
H 7.153 1.510 0.471 -0.46 0.40 -0.44
H 8.088 3.674 1.425 0.04 -0.33 -0.39
H 8.163 3.937 3.713 -0.13 -0.15 0.75
H 5.637 0.444 4.180 0.30 -0.10 0.46
H 5.746 0.099 1.730 -0.22 -0.11 0.42
C 3.061 -3.800 -5.861 0.80 0.42 0.41
C 3.102 -5.200 -6.015 -0.68 1.66 0.40
C 3.766 -5.921 -5.064 0.43 -1.50 0.91
C 4.441 -5.304 -4.025 0.32 2.20 -0.39
C 4.435 -3.918 -3.916 0.22 1.14 0.49
C 3.753 -3.123 -4.815 -1.17 -1.94 -1.95
N 5.212 -6.010 -3.031 0.74 -1.42 2.79
O 4.962 -7.214 -2.941 0.46 0.91 -0.29
O 5.991 -5.435 -2.216 -1.85 -0.71 -2.48
H 2.547 -3.138 -6.541 -0.25 -0.34 -0.34
H 2.514 -5.709 -6.765 0.14 0.08 -0.17
H 3.719 -7.000 -5.044 0.18 -0.10 -0.23
H 4.928 -3.403 -3.104 0.30 -0.39 0.15
H 3.685 -2.046 -4.872 0.32 0.02 0.71
C -6.630 2.361 -5.427 -0.41 0.37 -1.79
C -6.047 2.822 -4.286 1.07 0.81 0.64
C -5.176 3.941 -4.301 0.08 -0.15 -1.31
C -4.894 4.526 -5.552 -0.35 -0.20 -0.41
C -5.485 4.047 -6.742 -0.54 0.32 0.93
C -6.394 2.993 -6.669 0.59 0.19 0.75
N -3.961 5.724 -5.673 0.71 0.21 1.42
O -3.149 5.841 -4.711 -1.85 0.10 -2.62
O -4.073 6.485 -6.644 0.35 -1.57 1.90
H -7.334 1.543 -5.383 0.03 -0.13 0.02
H -6.245 2.255 -3.388 0.10 0.36 0.34
H -4.698 4.342 -3.419 -0.05 -0.11 0.06
H -5.369 4.584 -7.672 0.34 -0.01 0.01
H -6.904 2.695 -7.573 -0.03 -0.19 0.04
C -2.183 -0.980 -7.420 -0.86 -0.33 -0.18
C -1.592 -0.076 -6.568 1.01 0.41 0.05
C -0.815 0.949 -7.091 -0.19 0.90 0.15
C -0.684 1.135 -8.463 -0.46 -1.10 0.44
C -1.246 0.180 -9.302 -0.31 0.42 -0.45
C -2.070 -0.843 -8.787 0.98 1.05 -0.48
N -0.016 2.377 -8.966 0.13 -0.28 1.11
O 0.088 2.587 -10.147 -0.21 -0.41 -0.42
O 0.379 3.126 -8.090 0.01 0.00 -0.28
H -2.831 -1.774 -7.078 0.01 -0.01 0.38
H -1.664 -0.118 -5.491 -0.20 -0.25 0.02
H -0.393 1.693 -6.432 0.07 -0.04 0.06
H -1.065 0.323 -10.358 -0.32 -0.15 -0.21
H -2.668 -1.460 -9.441 0.33 -0.18 -0.16
C -5.672 -2.530 6.576 0.13 0.67 -0.19
O -4.790 -1.527 6.049 -0.19 0.97 0.02
C -4.884 -0.216 6.749 1.18 -1.14 0.14
C -3.901 0.861 6.232 -2.05 -0.08 -1.11
O -2.661 0.337 5.945 1.20 -0.03 -0.12
C -1.761 1.377 5.510 -0.02 -0.81 -0.18
H -6.718 -2.225 6.625 -0.01 0.56 0.31
H -5.318 -2.843 7.558 -0.15 -0.20 0.05
H -5.744 -3.359 5.872 0.62 -0.14 -0.03
H -4.519 -0.347 7.767 -0.42 -0.55 0.32
H -5.930 0.092 6.763 0.13 0.27 -0.13
H -3.878 1.675 6.958 0.16 -0.09 0.54
H -4.291 1.354 5.342 -0.24 -0.06 -0.42
H -2.032 1.805 4.545 -0.46 0.00 -0.05
H -0.813 0.868 5.334 0.15 0.32 0.40
H -1.717 2.176 6.250 0.28 -0.09 0.09
C 2.864 -4.741 4.603 -0.25 0.90 -0.91
O 1.834 -4.251 5.486 1.41 -0.96 0.85
C 2.338 -4.330 6.836 -1.30 0.78 1.28
C 1.492 -3.463 7.790 -0.52 -1.48 0.19
O 0.094 -3.792 7.671 -0.68 -0.81 -0.17
C -0.385 -4.939 8.449 0.00 1.15 0.17
H 3.363 -5.683 4.829 -0.37 -0.08 0.69
H 3.619 -3.960 4.508 0.19 -0.08 0.01
H 2.415 -4.865 3.617 -0.09 0.04 -0.03
H 3.374 -4.058 7.038 0.29 0.40 -0.96
H 2.278 -5.324 7.279 -0.25 -0.56 -0.66
H 1.634 -2.385 7.718 -0.24 -0.10 -0.36
H 1.755 -3.780 8.799 0.52 0.29 0.18
H -0.319 -4.716 9.514 0.32 0.09 0.10
H 0.063 -5.919 8.285 0.50 0.22 -0.47
H -1.455 -5.048 8.276 0.03 0.21 -0.38
C -1.958 -5.324 -1.125 0.08 -0.16 0.66
O -3.072 -5.041 -0.260 0.74 0.32 -0.93
C -4.365 -5.132 -0.870 0.01 0.54 1.60
C -5.259 -5.310 0.369 -1.28 -1.05 -1.22
O -5.462 -4.204 1.227 0.16 0.99 -0.20
C -6.254 -3.079 0.722 -0.55 -1.03 0.07
H -1.034 -5.078 -0.601 -0.13 0.49 0.13
H -1.971 -4.770 -2.064 -0.20 -0.08 0.01
H -1.853 -6.401 -1.261 -0.42 -0.15 -0.51
H -4.414 -5.924 -1.617 -0.11 -0.50 0.40
H -4.705 -4.242 -1.401 0.57 0.49 -0.06
H -4.867 -6.169 0.913 0.36 0.43 0.56
H -6.230 -5.700 0.064 -0.40 0.24 -0.35
H -5.846 -2.591 -0.163 0.63 0.30 0.53
H -6.525 -2.457 1.575 0.99 0.35 -0.08
H -7.265 -3.327 0.398 -0.09 -1.08 -0.16
```
Positions in Å, forces in eV/Å.

Calculated values
- 2S+1: 1
- Charge: +1
- HOMO: -0.3138 Ha



Entry 2:
Formula: C44H58Cl2F13IO5P2
Source: the OMol25 dataset
Level of theory: ωB97M-V/def2-TZVPD

The geometry in XYZ format:
```
125
Properties=species:S:1:pos:R:3:forces:R:3
C 1.197 -3.349 5.281 -0.56 -0.02 -0.06
C 0.007 -2.599 5.926 0.82 0.62 -0.05
P -1.495 -2.792 4.912 -0.67 -1.48 -0.23
C -2.924 -2.035 5.784 0.20 0.05 0.67
C -3.176 -2.888 7.045 0.29 0.49 -0.15
C -1.145 -2.025 3.262 0.35 0.62 -0.32
C -0.841 -2.953 2.237 -0.03 -0.01 0.13
O -0.829 -4.274 2.578 -0.33 0.40 -0.25
C -1.888 -5.073 2.034 0.42 -0.28 0.30
C -2.811 -5.635 3.118 -0.70 0.06 -0.73
C -4.005 -4.706 3.386 0.06 0.16 0.22
O -3.296 -6.897 2.629 0.22 0.07 0.24
C -0.549 -2.534 0.926 -0.22 0.28 0.00
C -0.598 -1.160 0.592 -0.25 0.19 1.16
C -0.918 -0.227 1.606 0.26 -0.33 -0.10
I -1.032 1.844 1.191 -0.02 -0.21 -0.32
C -1.156 -0.655 2.931 -0.30 0.09 -0.49
P -1.439 0.439 4.413 0.64 -0.32 0.18
O -0.242 1.532 4.223 -0.46 0.28 0.31
Cl -3.180 1.463 3.918 0.04 -0.09 0.04
C -0.292 -0.758 -0.812 -0.05 -0.57 -0.07
O 0.014 0.358 -1.134 0.20 0.76 0.02
C -0.368 -1.802 -1.864 -0.21 -0.19 -0.67
C -0.498 -1.365 -3.187 0.10 -0.35 0.54
C -0.552 -2.291 -4.217 -0.19 -0.29 0.26
C -0.665 -1.866 -5.656 0.57 0.58 0.37
C -1.631 -0.711 -5.925 -0.57 -0.65 -0.13
C -2.966 -0.821 -5.173 0.42 0.22 -0.28
Cl -0.860 0.878 -5.639 0.05 0.23 -0.05
C -0.457 -3.645 -3.892 0.03 0.17 0.47
C -0.287 -4.117 -2.580 -0.04 0.42 -0.61
C -0.182 -5.612 -2.390 0.00 0.03 0.03
C 1.186 -6.227 -2.014 -0.41 0.13 -0.05
C 2.456 -5.456 -2.286 0.26 -0.70 0.04
F 2.537 -4.294 -1.607 -0.26 0.32 0.09
F 3.473 -6.228 -1.808 0.08 -0.02 0.04
C 2.784 -5.196 -3.796 0.39 0.27 0.30
F 3.780 -6.006 -4.192 0.17 -0.20 -0.09
F 1.721 -5.495 -4.561 -0.36 0.02 -0.08
C 3.242 -3.756 -4.161 0.22 -0.05 -0.27
F 2.384 -2.833 -3.719 -0.22 0.12 0.24
F 3.228 -3.691 -5.505 -0.01 0.01 -0.25
C 4.699 -3.412 -3.701 0.13 0.01 -0.57
F 5.027 -4.056 -2.584 -0.15 -0.09 0.48
F 5.543 -3.817 -4.672 0.12 -0.15 -0.17
C 4.940 -1.898 -3.544 0.30 -0.08 0.06
F 4.487 -1.290 -4.647 -0.19 0.22 -0.30
F 4.275 -1.434 -2.489 -0.15 0.04 0.42
C 6.462 -1.527 -3.387 -0.65 0.38 0.21
F 6.979 -1.212 -4.554 0.30 -0.07 -0.67
F 7.157 -2.502 -2.843 0.36 -0.59 0.24
F 6.557 -0.464 -2.599 -0.01 0.37 0.26
C -0.276 -3.156 -1.552 -0.09 0.00 -0.27
C -0.169 -3.544 -0.132 -0.04 0.40 0.36
O 0.208 -4.644 0.184 0.17 -0.58 0.09
H 1.693 -3.980 6.011 0.21 0.03 0.13
H 0.838 -4.012 4.498 0.10 -0.09 -0.18
H 1.908 -2.651 4.855 0.14 0.01 -0.09
H -0.176 -3.030 6.905 -0.39 -0.09 0.09
H 0.308 -1.565 6.104 -0.18 0.14 0.04
H -2.764 -1.020 6.124 -0.12 0.26 -0.13
H -3.813 -2.076 5.161 0.06 0.07 -0.35
H -2.407 -2.656 7.779 0.11 -0.16 0.14
H -4.120 -2.596 7.494 -0.21 -0.17 0.01
H -3.145 -3.953 6.835 -0.15 -0.15 0.02
H -1.431 -5.905 1.507 0.13 -0.08 -0.01
H -2.481 -4.493 1.326 0.02 0.12 -0.16
H -2.259 -5.840 4.025 0.19 -0.06 0.08
H -4.928 -5.174 3.052 -0.07 -0.15 -0.07
H -4.134 -4.473 4.439 0.05 -0.04 0.15
H -3.922 -3.759 2.855 0.11 0.14 -0.01
H -3.768 -6.710 1.812 -0.12 -0.13 -0.03
H -0.555 2.375 3.863 0.24 -0.01 -0.20
H -0.560 -0.305 -3.370 0.06 0.10 -0.01
H -0.898 -2.708 -6.301 -0.23 -0.14 0.03
H 0.332 -1.528 -5.948 0.08 -0.06 -0.22
H -1.861 -0.731 -6.984 0.19 0.14 -0.20
H -3.130 -1.847 -4.859 -0.09 -0.14 0.09
H -3.767 -0.524 -5.840 -0.22 0.11 0.05
H -2.966 -0.168 -4.309 -0.10 -0.05 0.21
H -0.489 -4.353 -4.707 -0.04 -0.18 -0.01
H -0.907 -5.910 -1.637 0.07 -0.11 0.21
H -0.514 -6.078 -3.313 -0.02 0.04 -0.19
H 1.297 -7.179 -2.527 0.04 -0.07 -0.16
H 1.212 -6.453 -0.957 0.09 0.13 0.23
C 2.219 6.141 -5.197 -0.09 -0.01 -0.07
C 0.780 6.487 -4.826 0.09 0.05 0.02
C 0.483 6.335 -3.335 -0.06 0.01 0.02
C 0.650 4.917 -2.788 0.05 -0.01 -0.02
C -0.199 3.854 -3.482 -0.07 -0.07 0.11
C -1.700 4.094 -3.353 0.04 -0.05 -0.09
H 2.450 5.095 -4.989 0.01 0.00 0.02
H 2.395 6.310 -6.261 0.03 0.00 0.00
H 2.924 6.761 -4.640 0.01 -0.02 0.02
H 0.093 5.870 -5.412 -0.02 0.00 0.02
H 0.580 7.522 -5.114 -0.03 -0.01 -0.02
H -0.535 6.685 -3.140 0.00 -0.01 0.01
H 1.142 7.004 -2.772 0.01 0.01 -0.02
H 0.404 4.925 -1.721 -0.01 -0.02 0.00
H 1.702 4.623 -2.848 0.00 0.01 0.00
H 0.039 2.882 -3.041 0.02 -0.01 -0.03
H 0.071 3.784 -4.539 0.02 0.01 0.00
H -1.998 4.141 -2.303 0.00 0.03 0.01
H -2.259 3.283 -3.823 -0.02 0.00 0.01
H -2.005 5.024 -3.836 -0.01 0.01 0.02
C 1.093 9.160 4.708 -0.05 0.00 -0.10
C -0.320 8.680 4.386 0.05 0.05 0.08
C -0.803 7.554 5.299 -0.05 -0.02 -0.02
C 0.023 6.269 5.228 0.05 0.01 0.02
C 0.127 5.649 3.835 -0.08 -0.10 0.04
C -1.221 5.228 3.257 0.14 0.00 -0.03
H 1.832 8.370 4.562 0.01 0.00 0.02
H 1.373 9.993 4.063 0.02 0.00 0.02
H 1.161 9.501 5.743 0.02 -0.03 0.01
H -0.369 8.366 3.340 -0.02 -0.01 0.00
H -1.009 9.522 4.484 -0.02 -0.01 -0.03
H -1.847 7.331 5.063 0.01 -0.01 0.01
H -0.800 7.910 6.333 0.00 0.02 0.00
H -0.417 5.535 5.911 0.00 -0.01 -0.01
H 1.031 6.460 5.605 -0.01 0.01 0.00
H 0.777 4.770 3.897 0.03 0.03 -0.02
H 0.620 6.340 3.147 0.02 0.01 0.01
H -1.726 4.515 3.916 -0.05 0.04 0.01
H -1.087 4.747 2.286 -0.05 0.02 -0.02
H -1.886 6.080 3.112 -0.03 -0.01 0.02
```
Positions in Å, forces in eV/Å.

Calculated values
- 2S+1: 1
- SMILES string: CCP(CC)c1c(OC[C@@H](C)O)c2c(c(I)c1P(O)Cl)C(=O)c1cc(C[C@@H](C)Cl)cc(CCC(F)(F)C(F)(F)C(F)(F)C(F)(F)C(F)(F)C(F)(F)F)c1C2=O.CCCCCC.CCCCCC
- HOMO: -0.2953 Ha



Number 1: LUMO level -5.43 eV, HOMO-LUMO gap 3.11 eV, calculated total energy -91538.446 eV. Number 2: LUMO level -1.27 eV, HOMO-LUMO gap 6.77 eV, calculated total energy -143858.445 eV.